DFT (ωB97M-V with the def2-TZVPD basis set) results for a structure of composition C30H48P2Rh in a non-equilibrium geometry.

```
81
Properties=species:S:1:pos:R:3:forces:R:3
C -2.04951 -3.53225 2.10577 -0.387 -0.229 0.015
H -4.88830 -0.51832 -0.01865 0.121 0.278 -0.139
C -0.76024 -2.80449 2.13329 -0.834 2.634 0.901
C 0.72203 -4.67174 1.16855 0.143 -0.321 -0.348
H -0.08181 -4.92684 0.45645 0.272 0.030 0.287
H 1.70721 2.66990 -2.73721 -0.055 -0.201 -0.048
H 1.67756 -4.69385 0.62587 -0.253 -0.105 0.178
C 1.56875 0.54435 -2.31977 1.546 -0.144 -0.535
C -2.96661 3.62791 3.43587 -0.105 -0.333 0.258
H -0.27005 1.83922 -4.73101 -0.117 0.051 0.078
C 2.95643 -2.62385 2.02464 0.620 -0.037 0.040
H 0.81953 0.75736 3.35559 0.192 -0.122 0.019
H 3.21118 -3.18641 1.11419 0.039 0.164 0.219
H -2.59181 -0.80563 2.65174 0.173 0.014 0.160
H 0.17203 3.15527 -0.17885 -0.004 -0.545 0.059
C -4.15200 0.22652 -0.35462 -0.719 -0.267 0.220
H 5.96849 1.66723 -0.84271 -0.307 0.168 -0.043
H -3.77722 3.88791 4.12247 0.262 -0.127 -0.311
H 4.78824 2.89090 -0.31033 0.116 -0.178 -0.169
C -2.03254 0.37056 -3.09208 -0.746 1.872 -2.116
C 0.50113 -3.34094 1.77516 0.807 0.339 0.414
H -1.38398 0.48589 2.52653 -0.092 -0.323 0.269
C 0.84829 -1.24821 2.65713 2.054 -1.653 -0.799
H 2.40013 -0.03311 -2.76450 0.069 0.375 -0.361
H -3.78589 0.80159 0.51102 -0.110 -0.202 -0.308
H -1.64034 -0.11360 -5.15105 -0.038 0.055 0.202
H 2.31114 0.29023 2.49369 -0.089 -0.034 0.254
H -2.28482 -3.98405 3.08426 0.045 0.077 -0.304
C -0.55912 -1.48508 2.61787 -1.529 -2.326 -0.840
H -4.62106 0.91340 -1.07105 -0.102 -0.064 0.236
H 0.58043 -0.14167 -4.60209 0.217 -0.188 0.121
H 0.29585 -1.81662 -4.10659 -0.100 0.398 -0.172
C 0.02192 -0.76829 -3.90623 0.709 -0.357 0.098
H 3.50007 -1.67021 2.00260 -0.014 -0.230 -0.020
H -2.29020 3.29218 0.09849 -0.039 0.043 0.413
H 0.35551 2.82814 3.49624 -0.407 -0.097 -0.044
H 2.17196 2.04717 -0.80939 -0.531 -0.491 -0.078
H -1.64626 -0.34109 4.08638 -0.023 0.043 -0.335
Rh -0.87727 0.55795 -1.43417 0.777 -0.170 4.624
H 0.75158 -5.46926 1.93217 -0.024 0.241 -0.225
C 0.43483 -0.47138 -2.44023 0.748 -0.081 -1.025
H 5.37535 -1.17971 -0.49274 -0.134 -0.144 -0.267
H -2.06948 2.47970 -2.57356 0.429 -0.030 0.049
H 3.76834 -1.57627 -1.14259 0.172 0.143 -0.021
H 3.33525 -3.20446 2.88194 0.016 0.148 -0.246
C 4.91043 1.96858 -0.89372 0.065 0.355 0.012
C -3.17996 3.62243 2.05608 -0.032 0.009 -0.480
H -3.44774 -2.66304 -1.95870 0.088 -0.320 0.204
C -2.14514 3.29811 1.18621 0.081 -0.099 0.402
H -2.68215 -2.77546 -0.32127 -0.096 0.100 -0.311
H -1.67505 -2.60832 -1.77548 -0.229 0.344 0.124
C -1.45923 -0.54451 -4.15903 -0.348 -0.540 0.424
C -0.65425 2.98482 3.11007 -0.354 -0.149 -0.509
C -1.59657 -0.49277 2.99353 -0.266 0.288 0.064
H 4.90351 -0.49414 -2.05677 -0.237 -0.172 0.065
H 2.02956 -0.25703 4.16095 -0.102 -0.006 -0.251
C 1.53683 -0.05471 3.19691 0.011 0.444 -0.010
H -2.01048 -4.34627 1.37299 -0.233 0.083 0.097
C -1.72072 3.26117 3.95671 0.325 0.088 -0.195
H 1.47037 0.55115 -0.12450 0.140 0.152 0.004
H 1.14291 2.26965 1.18096 -0.685 0.365 -0.334
H -3.13452 0.46071 -3.12592 0.492 0.179 -0.513
H -1.57779 3.19311 5.03271 -0.008 0.235 -0.179
H 4.63684 2.17899 -1.93447 0.121 -0.165 0.118
C -0.85595 2.94873 1.69121 -0.521 0.511 0.400
C -2.63019 -2.31491 -1.31860 -0.651 -0.487 -0.080
C 2.14249 0.94512 -0.90534 0.094 0.132 0.619
C 4.52715 -0.78882 -1.07045 0.457 -0.186 0.151
P -2.74249 -0.52199 -1.18322 0.722 -0.944 1.605
H -0.22200 3.23562 -3.66963 0.144 -0.267 -0.251
H -4.16948 3.86077 1.65159 0.399 0.021 0.197
C -1.36179 1.69398 -2.87874 -0.687 -0.100 -1.813
C 1.49792 -2.39813 2.13103 -0.629 1.005 0.242
C 0.18007 2.64528 0.78932 0.721 0.322 0.348
H 1.89155 1.64034 -4.13376 -0.263 0.273 0.138
H -1.97669 -1.50566 -4.15354 -0.150 0.046 0.044
H 0.68978 -1.42625 -1.96797 -0.226 0.162 0.564
H -2.88147 -2.85808 1.86203 0.032 -0.220 0.032
P 3.92205 0.64194 -0.10883 -1.536 -0.246 -0.873
C -0.15685 2.13781 -3.68274 -0.289 0.796 -0.418
C 1.28424 1.78575 -3.22805 0.880 -0.081 0.003
```
Forces are in eV/Å.

Calculated values
Spin multiplicity: 5
Energy above the lowest of the compared OMol25 structures with the same formula, charge and spin, eV: 0.376
Total charge: +1
⟨S²⟩: 6.072
Highest occupied orbital energy (alpha / beta), hartree: -0.343 / -0.340